The following is a quantum chemistry calculation of C24H28EuNO3 as an isolated structure in a non-equilibrium geometry, from the OMol25 dataset.

- E: -1922.25617 Ha
- Multiplicity: 8
- Total charge: -1
- HOMO energy (alpha / beta): -2.15 / -3.62 eV
- Energy relative to the best compared isomer or geometry (same formula, charge and spin): 0.00 kcal/mol

Last column: Mulliken charge in e.
Atoms and positions in Å:
H1 -1.744190 1.158407 -3.305461  0.29
C1 -1.035204 0.417036 -1.501300  0.39
Eu1 -0.007172 0.065463 1.541599  1.35
C2 -1.028195 -1.979180 2.960832  -0.67
C3 -1.996316 -1.663825 1.968429  -0.68
O1 -0.004833 0.414382 -0.769377  -0.30
O2 -0.699535 0.802719 4.342541  -0.67
O3 -1.438664 1.640046 2.362314  -0.76
N1 -1.019885 1.188077 -2.600125  -0.06
H2 2.207427 -0.700242 3.967120  0.41
H3 -3.021811 -0.217386 -1.853651  0.49
C4 2.263653 1.497694 1.405788  -0.52
C5 2.697895 0.286452 0.775998  -0.31
H4 -1.871072 -2.295654 -2.761784  0.38
H5 -2.039061 3.580735 3.825072  0.27
C6 0.019257 2.253998 -2.733191  -1.25
C7 -2.356976 2.613830 4.243608  -1.18
C8 -2.148875 -1.852398 -0.655464  2.82
H6 4.672510 2.362575 -2.387669  0.34
C9 3.787328 1.849633 -2.772755  -0.54
H7 1.721894 1.937997 3.564609  0.47
H8 4.935946 0.346234 -3.823367  0.37
H9 -4.086502 -2.513121 -1.491944  0.48
C10 2.037536 1.218822 2.792302  -0.69
C11 1.377447 1.691357 -2.985652  0.93
C12 2.735066 -0.741758 1.775068  -0.90
C13 -0.216377 -2.717880 0.923340  -0.37
C14 2.809166 0.075146 -4.082357  -0.62
H10 0.011366 2.791557 -1.784934  0.33
H11 0.392774 -3.224529 0.164274  0.36
C15 0.061096 -2.644472 2.318803  -0.79
H12 2.902894 -0.805651 -4.717347  0.37
C16 -3.574341 -2.435590 -0.521061  -1.92
H13 -2.451291 2.692509 5.331929  0.32
H14 3.005313 0.181687 -0.269959  0.41
H15 -2.673160 0.264562 -0.174356  0.22
H16 -0.344041 -2.183410 -1.838859  0.31
C17 -1.387327 -2.536783 -1.799110  -2.31
H17 -2.963804 -1.153223 2.124815  0.27
H18 -3.519998 -3.444392 -0.091355  0.41
H19 0.931275 -3.046641 2.808465  0.52
H20 -1.085845 -1.741425 4.016522  0.42
C18 -2.279962 -0.310267 -1.041064  -1.43
C19 2.308133 -0.174739 3.007425  -0.38
H21 2.372238 3.228465 -1.857540  0.28
H22 2.131287 2.467562 0.905140  0.40
C20 3.940356 0.717581 -3.582454  -0.44
H23 -0.271727 2.956831 -3.526922  0.42
C21 1.528753 0.562130 -3.793999  -0.25
C22 2.513111 2.334257 -2.476766  -0.35
H24 -4.190068 -1.823399 0.153341  0.33
C23 -1.468767 -2.066573 0.692795  -0.35
H25 0.633651 0.088520 -4.197325  0.35
C24 -1.411531 1.585545 3.674653  0.88
H26 3.074790 -1.769364 1.616621  0.38
H27 -1.395160 -3.628918 -1.665935  0.49
H28 -3.340500 2.399035 3.799652  0.25

Cartesian forces, eV/Å:
0.0 -0.1 0.5
1.8 -0.4 2.2
1.2 -1.1 0.8
0.0 -0.9 -0.6
0.0 -0.2 -0.4
-1.8 0.3 -2.3
-1.0 1.1 -0.7
-0.5 0.5 1.8
0.0 1.0 -1.0
0.0 0.3 -0.6
0.0 -0.1 0.2
0.6 -0.3 0.3
0.2 0.0 0.8
0.1 -0.1 0.2
-0.2 -0.2 0.2
-0.8 -0.7 0.5
-0.5 0.5 0.1
0.1 0.4 0.3
-0.3 -0.2 -0.1
0.0 0.0 -0.2
0.1 -0.5 -0.6
-0.2 0.1 0.1
0.0 0.1 0.1
0.6 -0.2 -0.2
0.9 -0.2 -0.4
0.0 0.9 -0.3
-0.4 0.3 0.4
-0.4 0.1 0.0
0.1 0.1 0.0
-0.2 0.4 0.4
-1.1 0.1 -0.4
0.1 0.2 0.2
-0.1 0.1 -0.3
0.2 -0.3 -0.2
-0.3 0.0 0.4
0.2 -0.3 -0.4
-0.3 -0.2 0.0
-0.1 0.0 0.0
0.7 -0.3 0.0
0.1 0.3 -0.1
0.1 0.1 0.0
0.0 0.0 -0.2
-0.6 -0.4 -0.5
0.3 0.6 -0.1
0.2 -0.4 -0.1
0.1 -0.5 0.3
-0.2 0.2 0.2
-0.1 -0.4 0.1
0.5 0.3 0.1
-0.2 -0.1 -0.2
0.2 -0.1 -0.2
0.1 -0.3 0.4
0.3 -0.1 0.1
0.7 -0.6 -1.2
-0.3 0.4 0.0
0.1 0.3 -0.1
0.2 0.1 0.2